{
  "formula": "C3H10NO2",
  "method": "wB97M-V/def2-TZVPD",
  "e_tot_ha": -325.263713,
  "orbital_gap_ev": 9.903,
  "homo_energy_ev": -13.740,
  "lumo_energy_ev": -3.836,
  "charge": 1,
  "de_lowest_kj_mol": 141.3,
  "symbols": ["C", "C", "C", "N", "O", "O", "H", "H", "H", "H", "H", "H", "H", "H", "H", "H"],
  "positions_angstrom": [[-1.37638, -1.47916, -0.06943], [-2.93118, 0.87047, -0.00399], [-0.69096, -0.08450, -0.03893], [3.60623, 0.76834, -0.07360], [0.50911, 0.10728, -0.09411], [-1.46341, 0.96248, 0.06670], [-0.72169, -1.97984, -0.76352], [-1.56493, -1.80765, 0.92284], [-2.31896, -1.49699, -0.63006], [-3.15872, 0.40471, 0.92038], [-3.20402, 0.52977, -0.90891], [-3.12962, 1.94407, 0.23354], [4.12980, 0.70070, 0.81470], [3.82696, 1.71965, -0.32231], [3.86694, 0.11153, -0.78299], [2.72351, 0.51341, 0.25099]],
  "forces_ev_per_a": [[0.478, 1.920, -2.072], [2.973, 3.559, 4.076], [-0.779, -0.617, 0.079], [2.504, 0.342, 1.685], [0.446, -0.579, 0.116], [-0.259, 0.706, -0.484], [0.477, -1.218, 0.709], [0.345, -0.811, 0.690], [0.012, 0.455, 0.418], [-1.133, -1.248, 0.259], [-1.434, -1.250, -2.778], [-0.577, -0.852, -0.942], [0.585, -0.777, -0.578], [-0.956, 0.640, -0.727], [0.660, -0.526, -0.458], [-3.339, 0.255, 0.008]],
  "nbo_charge": [-0.748, -0.253, 0.835, -0.849, -0.694, -0.492, 0.248, 0.254, 0.235, 0.201, 0.197, 0.222, 0.450, 0.458, 0.457, 0.479]
}